168
Properties=species:S:1:pos:R:3 method="wB97M-V/def2-TZVPD" charge=+1 e_tot_ev=-86067.9361 homo_ev="-9.79 / -9.79" homo_lumo_gap_ev="7.08 / 2.84" lumo_energy_ev="-2.72 / -6.95" spin_multiplicity=2
C -3.51 -4.90 -1.03
C -2.17 -4.57 -0.34
C -1.00 -4.17 -1.33
C 0.35 -4.05 -0.72
N 1.37 -3.95 -0.18
H -3.86 -4.13 -1.71
H -4.24 -4.94 -0.23
H -3.55 -5.77 -1.69
H -1.77 -5.42 0.21
H -2.41 -3.71 0.28
H -1.15 -3.21 -1.81
H -0.98 -4.80 -2.22
C -0.27 -2.60 -7.99
C -0.17 -2.70 -6.48
C 0.43 -1.47 -5.88
C 0.38 -1.45 -4.43
N 0.41 -1.51 -3.24
H 0.48 -1.94 -8.43
H -1.25 -2.31 -8.36
H -0.05 -3.57 -8.46
H 0.39 -3.58 -6.19
H -1.16 -2.82 -6.03
H -0.03 -0.50 -6.09
H 1.47 -1.41 -6.19
C -1.08 7.56 0.73
C -1.81 6.33 0.31
C -1.00 5.06 0.74
C 0.33 4.87 0.08
N 1.36 4.71 -0.45
H -0.12 7.43 0.23
H -0.96 7.62 1.81
H -1.43 8.55 0.43
H -1.96 6.25 -0.77
H -2.83 6.29 0.68
H -1.60 4.18 0.47
H -0.84 4.93 1.81
C 5.21 -4.40 1.13
C 4.14 -5.09 2.00
C 3.97 -4.39 3.31
C 3.49 -3.03 3.13
N 3.17 -1.93 3.01
H 4.93 -3.35 1.02
H 5.23 -4.88 0.15
H 6.21 -4.43 1.55
H 4.38 -6.13 2.24
H 3.19 -5.06 1.47
H 4.90 -4.42 3.88
H 3.35 -4.96 4.00
C 4.48 -0.60 -3.10
C 4.14 -1.48 -1.92
C 4.16 -3.05 -2.10
C 3.37 -3.66 -3.14
N 2.72 -4.10 -3.98
H 3.97 -0.83 -4.04
H 5.43 -0.96 -3.50
H 4.45 0.47 -2.91
H 3.16 -1.17 -1.55
H 4.80 -1.29 -1.08
H 3.99 -3.67 -1.21
H 5.19 -3.27 -2.38
C 1.09 1.78 0.70
C 1.37 0.35 1.24
C 0.71 -0.81 0.47
C -0.73 -0.48 0.16
N -1.85 -0.41 -0.08
H 1.20 1.95 -0.38
H 1.64 2.51 1.29
H 0.10 2.11 0.99
H 1.25 0.31 2.33
H 2.42 0.08 1.12
H 0.72 -1.68 1.13
H 1.26 -1.11 -0.42
C -1.63 -0.46 5.56
C -0.05 -0.48 5.36
C 0.66 0.90 5.38
C -0.03 1.96 4.62
N -0.55 2.80 4.08
H -1.99 0.31 4.87
H -1.92 -0.06 6.53
H -2.07 -1.43 5.31
H 0.13 -0.97 4.40
H 0.39 -1.23 6.02
H 1.71 0.81 5.12
H 0.74 1.15 6.44
C 3.09 3.50 3.53
C 4.56 3.37 2.98
C 5.35 2.18 3.44
C 5.09 1.67 4.82
N 4.91 1.21 5.92
H 2.41 4.00 2.84
H 3.13 4.06 4.47
H 2.69 2.49 3.61
H 5.19 4.20 3.31
H 4.69 3.41 1.90
H 6.42 2.23 3.27
H 5.00 1.39 2.78
C -6.10 1.62 0.84
C -5.62 1.24 2.25
C -4.10 1.46 2.50
C -3.72 2.88 2.46
N -3.42 4.03 2.46
H -6.03 0.65 0.35
H -5.51 2.25 0.17
H -7.16 1.87 0.77
H -5.92 0.21 2.46
H -6.15 1.85 2.98
H -3.54 1.05 1.66
H -3.78 0.97 3.42
N -3.66 1.98 -3.41
C -3.19 2.27 -2.12
C -3.26 3.63 -1.94
C -3.80 4.22 -3.13
C -4.11 3.17 -3.91
H -3.65 1.10 -3.90
H -2.89 1.46 -1.47
H -2.97 4.18 -1.06
H -3.96 5.28 -3.28
H -4.52 3.26 -4.91
N -3.77 -1.10 -2.12
C -3.32 -1.82 -3.18
C -4.33 -1.94 -4.08
C -5.38 -1.22 -3.58
C -5.06 -0.77 -2.31
H -3.18 -0.76 -1.38
H -2.30 -2.16 -3.11
H -4.35 -2.44 -5.04
H -6.34 -1.08 -4.05
H -5.58 -0.04 -1.71
N 0.72 -6.08 4.62
C 0.58 -6.77 3.45
C 0.30 -5.79 2.48
C 0.29 -4.53 3.09
C 0.57 -4.72 4.43
H 1.03 -6.50 5.48
H 0.80 -7.83 3.35
H 0.20 -5.94 1.42
H 0.02 -3.60 2.59
H 0.60 -4.02 5.25
N 4.19 4.13 -0.45
C 5.21 4.99 -0.14
C 6.38 4.30 -0.43
C 5.98 3.03 -0.83
C 4.64 2.94 -0.86
H 3.21 4.37 -0.45
H 4.99 5.99 0.20
H 7.41 4.58 -0.28
H 6.59 2.18 -1.09
H 3.97 2.16 -1.17
N -5.49 -2.72 2.03
C -5.10 -3.19 3.29
C -3.78 -2.82 3.55
C -3.43 -1.97 2.47
C -4.46 -2.00 1.56
H -6.42 -2.76 1.63
H -5.80 -3.82 3.83
H -3.08 -3.15 4.30
H -2.44 -1.57 2.35
H -4.58 -1.50 0.60
N -0.69 4.13 -4.32
C -0.57 4.70 -5.56
C 0.79 4.95 -5.77
C 1.40 4.64 -4.58
C 0.51 4.09 -3.69
H -1.52 3.81 -3.84
H -1.50 4.81 -6.10
H 1.29 5.45 -6.59
H 2.44 4.85 -4.36
H 0.55 3.63 -2.71



138
Properties=species:S:1:pos:R:3 method="wB97M-V/def2-TZVPD" de_lowest_kcal_mol=88.9 smiles="CCOB(O)c1cc2c(c([PH2]=N)c1C[C@H](O)C(F)(F)F)C(=O)c1ccccc1C2=O.CCOS(C)(=O)=O.CCOS(C)(=O)=O.CCOS(C)(=O)=O.CCOS(C)(=O)=O.CCOS(C)(=O)=O.CCOS(C)(=O)=O" e_tot_ev=-171147.0603 homo_ev=-8.27 homo_lumo_gap_ev=7.24 lumo_energy_ev=-1.03
C -4.25 -2.57 6.00
C -3.93 -4.06 5.53
O -3.54 -4.14 4.13
B -2.16 -3.99 3.96
O -1.51 -2.81 4.42
C -1.23 -5.09 3.24
C -1.33 -6.45 3.81
C -0.52 -7.51 3.25
C 0.38 -7.22 2.12
C 0.49 -5.86 1.54
P 1.70 -5.64 0.14
N 1.04 -6.00 -1.27
C -0.32 -4.77 2.13
C -0.19 -3.33 1.57
C -1.51 -2.75 0.94
O -2.31 -3.83 0.47
C -1.26 -1.64 -0.15
F -0.01 -1.08 -0.12
F -2.22 -0.65 0.02
F -1.45 -2.14 -1.41
C 1.24 -8.43 1.59
O 1.42 -8.68 0.43
C 1.80 -9.35 2.74
C 3.15 -9.84 2.64
C 3.63 -10.65 3.77
C 2.75 -10.92 4.91
C 1.37 -10.43 4.99
C 0.90 -9.63 3.88
C -0.52 -8.98 3.80
O -1.52 -9.55 4.13
H -3.70 -2.37 6.96
H -3.88 -1.84 5.25
H -5.34 -2.46 6.22
H -4.84 -4.72 5.62
H -3.12 -4.43 6.20
H -1.81 -2.11 3.80
H -2.01 -6.65 4.67
H 2.76 -6.59 0.34
H 2.19 -4.30 0.05
H 0.06 -6.26 -1.14
H 0.63 -3.30 0.80
H 0.20 -2.69 2.42
H -2.08 -2.24 1.77
H -3.23 -3.62 0.69
H 3.81 -9.60 1.77
H 4.66 -11.07 3.79
H 3.20 -11.52 5.74
H 0.73 -10.63 5.88
O -2.42 4.27 1.95
S -1.05 4.19 2.37
O 0.00 4.84 1.63
O -0.66 2.65 2.58
C -0.87 1.73 1.49
C 0.18 1.88 0.41
C -0.93 4.68 4.06
H -1.88 1.85 1.08
H -0.81 0.73 1.92
H 0.10 2.84 -0.09
H 0.07 1.10 -0.34
H 1.18 1.82 0.84
H -1.69 4.16 4.63
H -1.09 5.75 4.11
H 0.07 4.43 4.42
O -6.77 -3.64 -3.85
S -5.96 -3.27 -4.98
O -5.24 -4.25 -5.74
O -4.95 -2.11 -4.53
C -4.09 -2.34 -3.41
C -2.93 -3.26 -3.75
C -6.94 -2.31 -6.09
H -4.67 -2.73 -2.56
H -3.70 -1.37 -3.10
H -3.28 -4.27 -3.98
H -2.24 -3.33 -2.92
H -2.40 -2.89 -4.63
H -7.46 -1.54 -5.53
H -7.65 -2.98 -6.56
H -6.28 -1.87 -6.84
O 1.81 6.55 4.60
S 2.84 7.48 4.25
O 4.18 7.34 4.75
O 2.33 8.97 4.55
C 1.86 9.28 5.87
C 3.00 9.44 6.85
C 2.91 7.62 2.49
H 1.15 8.52 6.21
H 1.31 10.22 5.80
H 3.52 8.49 7.01
H 2.63 9.79 7.82
H 3.74 10.15 6.48
H 1.91 7.77 2.11
H 3.33 6.69 2.10
H 3.56 8.46 2.23
O 6.04 7.01 2.21
S 7.42 6.93 2.62
O 8.46 7.58 1.88
O 7.81 5.39 2.83
C 7.59 4.48 1.74
C 8.64 4.63 0.65
C 7.54 7.42 4.31
H 6.58 4.60 1.33
H 7.65 3.47 2.15
H 8.55 5.60 0.16
H 8.52 3.86 -0.11
H 9.64 4.57 1.08
H 6.78 6.90 4.89
H 7.38 8.49 4.36
H 8.54 7.17 4.68
O -4.35 -2.76 -11.39
S -4.18 -2.26 -10.05
O -5.08 -1.29 -9.49
O -2.68 -1.73 -9.89
C -2.19 -0.76 -10.82
C -2.75 0.63 -10.53
C -4.06 -3.62 -8.94
H -2.41 -1.06 -11.84
H -1.11 -0.74 -10.71
H -3.82 0.66 -10.70
H -2.27 1.37 -11.17
H -2.58 0.90 -9.48
H -3.35 -4.35 -9.34
H -5.05 -4.08 -8.86
H -3.74 -3.26 -7.97
O 0.75 3.68 -2.30
S -0.17 4.78 -2.45
O -1.58 4.56 -2.57
O 0.31 5.70 -3.68
C 0.52 5.08 -4.95
C -0.79 4.77 -5.65
C 0.11 5.95 -1.16
H 1.13 4.17 -4.84
H 1.09 5.78 -5.55
H -1.36 4.01 -5.12
H -0.61 4.41 -6.67
H -1.42 5.67 -5.70
H 1.17 6.15 -1.10
H -0.25 5.52 -0.23
H -0.45 6.86 -1.39



38
Properties=species:S:1:pos:R:3 method="wB97M-V/def2-TZVPD" charge=-1 e_tot_ev=-78993.2877 homo_ev=-4.13 homo_lumo_gap_ev=6.62 lumo_energy_ev=2.50
C -2.48 2.79 4.27
C -1.82 2.61 2.88
B -2.21 1.26 2.14
O -3.55 0.87 2.31
Ga -0.90 0.05 0.96
N 0.84 -0.03 1.73
N -1.61 -1.83 0.91
C -1.06 -2.57 1.67
O -0.58 -3.38 2.39
C -0.93 0.74 -0.97
C -1.78 1.77 -1.37
C -1.83 2.23 -2.69
C -1.01 1.65 -3.65
C -0.14 0.63 -3.29
C -0.10 0.18 -1.97
H -2.00 3.60 4.81
H -3.55 3.01 4.17
H -2.35 1.88 4.86
H -2.12 3.42 2.21
H -0.74 2.66 3.01
H -3.91 0.69 1.43
H 1.21 0.86 2.03
H 1.53 -0.53 1.18
H -2.44 2.24 -0.65
H -2.51 3.03 -2.97
H -1.07 2.02 -4.67
H 0.51 0.18 -4.03
H 0.57 -0.62 -1.71
C 3.50 -3.88 -1.22
C 3.83 -3.05 -2.45
O 3.43 -1.74 -2.06
C 3.44 -1.68 -0.70
O 3.30 -0.69 -0.07
O 3.62 -2.91 -0.17
H 4.18 -4.70 -1.05
H 2.47 -4.25 -1.23
H 4.90 -3.04 -2.66
H 3.29 -3.36 -3.34